C6H6OS | the ωB97M-V functional and the def2-TZVPD basis

Atoms and positions in Å:
C: 0.64 1.85 0.01
C: 1.85 0.37 -1.01
C: 0.10 0.63 0.38
C: 0.88 -0.37 -0.33
C: -1.01 0.36 1.14
C: -1.39 -2.05 -0.32
O: 1.76 1.66 -0.76
S: 0.22 -1.91 -0.72
H: 0.43 2.88 0.25
H: 2.79 -0.07 -1.39
H: -1.46 1.33 1.59
H: -1.21 -0.61 1.67
H: -1.82 -3.00 -0.40
H: -1.77 -1.06 -0.11

Calculated values
Kohn-Sham gap (alpha / beta) = 6.3346 / 7.9631 eV
2S+1 = 1
ΔE to the lowest compared entry with this formula, charge and spin = 402.7 kJ/mol
Lowest unoccupied orbital energy (alpha / beta) = -0.42 / 0.27 eV
HOMO energy (alpha / beta) = -0.2482 / -0.2826 Ha